1.
3 unconnected molecules or ions with the total composition C13H28BBr2N2O5. Source: OMol25; level of theory: ωB97M-V/def2-TZVPD.

Calculated values
- Kohn-Sham gap: 3.762 eV
- Charge: -1
- E_LUMO: 0.0802 Eh
- HOMO: -1.58 eV

```
51
C13H28BBr2N2O5 ωB97M-V/def2-TZVPD
C -4.27140 1.47557 0.57273
C -4.33357 1.57256 -0.97164
C -3.65975 0.39690 -1.73293
Br -4.62058 -1.29237 -1.25512
C -2.11133 0.25686 -1.62435
C -1.43295 1.60472 -1.30172
C -1.27891 2.56919 -2.52196
C -2.09039 2.18091 -3.76510
Br -1.80505 4.41049 -1.92101
O -1.87057 -0.55571 -0.40577
B -0.86272 -1.48487 -0.57714
O -0.46359 -2.08829 -1.76362
O -0.18100 -1.88855 0.61328
H -4.29655 0.43844 0.91358
H -5.17337 1.97255 0.96941
H -3.40218 2.00861 0.96986
H -3.91654 2.51849 -1.34733
H -5.39901 1.58987 -1.26961
H -3.90017 0.53652 -2.79668
H -0.40957 1.35775 -0.97261
H -1.86249 2.16868 -0.44222
H -0.22197 2.62495 -2.80355
H -2.02368 1.11946 -4.01313
H -1.77427 2.75597 -4.65077
H -3.13574 2.47167 -3.58442
H 0.37520 -2.52366 -1.55705
H -0.59781 -1.46032 1.35536
C 0.57908 1.21864 4.91251
C 0.40463 0.94428 3.43955
O -0.68717 0.76370 2.93593
N 1.52167 0.90077 2.66345
C 2.90113 1.08745 3.06243
H -0.39707 1.22080 5.38868
H 1.19027 0.44093 5.37401
H 1.04322 2.19461 5.06501
H 1.32412 0.71125 1.69157
H 3.32325 1.92919 2.50866
H 3.46940 0.18664 2.81800
H 2.98769 1.28359 4.12628
C 2.89844 -2.97719 0.46320
C 2.89147 -3.30688 -1.00585
O 1.85678 -3.53866 -1.60956
N 4.08306 -3.34025 -1.66008
C 5.40687 -3.09595 -1.12433
H 1.87466 -2.98620 0.83227
H 3.47922 -3.71929 1.01496
H 3.31627 -1.98204 0.62517
H 3.99635 -3.56503 -2.63804
H 5.86002 -2.25860 -1.65925
H 6.02416 -3.98438 -1.27568
H 5.37244 -2.86380 -0.06538
```

Atomic partial charges in e from the Löwdin method, atoms 1 to 5: C -0.122; C -0.311; C -0.633; Br 0.629; C -0.324

2.
2 unconnected molecules or ions with the total composition C5H10O2. Source: OMol25; level of theory: ωB97M-V/def2-TZVPD.

Calculated values
- Kohn-Sham gap: 10.470 eV
- E_LUMO: 0.0364 Eh
- HOMO: -9.48 eV
- Energy relative to the best compared isomer or geometry (same formula, charge and spin): 3.353 eV
- SMILES: O[C@H]1[C@H]2CCO[C@@H]12.[H][H]

```
17
C5H10O2 ωB97M-V/def2-TZVPD
O 0.70557 -0.22387 -2.04812
C -0.40445 -0.05955 -1.22810
C -0.41416 -0.68753 0.14585
C 0.95774 -1.08669 0.68112
C 1.46707 0.23880 1.25295
O 0.94165 1.23940 0.37377
C -0.34117 0.80860 -0.00359
H 1.24396 0.57396 -1.96956
H -3.29288 0.73030 -0.82475
H -1.34747 -0.06749 -1.77378
H -1.30837 -1.18834 0.50508
H 0.90395 -1.88422 1.42641
H 1.59837 -1.41425 -0.14413
H 2.55485 0.34664 1.27051
H 1.07667 0.39679 2.27044
H -1.14744 1.49149 0.25253
H -3.42670 0.64312 -0.09896
```

Atomic partial charges in e from the Löwdin method, atoms 1 to 5: O 0.004; C -0.282; C -0.157; C -0.112; C -0.168

3.
A molecular structure, C3H7NO3. Source: OMol25; level of theory: ωB97M-V/def2-TZVPD.

Calculated values
- Kohn-Sham gap (spin up / spin down): 7.503 / 7.745 eV
- E_LUMO (spin up / spin down): 0.0109 / 0.0159 Eh
- HOMO (spin up / spin down): -7.21 / -7.31 eV
- Energy relative to the best compared isomer or geometry (same formula, charge and spin): 5.537 eV

```
14
C3H7NO3 ωB97M-V/def2-TZVPD
C -0.07307 -0.46595 1.18227
C -0.22069 0.26237 -0.02123
N -1.44744 0.95662 -0.17641
C 0.20316 -0.67475 -0.97741
O 1.11496 -0.96394 1.57691
O 0.87071 1.73134 0.36456
O -0.39322 -0.65750 -2.20482
H 1.04938 -1.32629 2.46929
H 1.75394 1.39983 0.57508
H -0.01293 -1.33078 -2.78034
H -0.89353 -0.47682 1.89140
H -1.74353 0.93346 -1.14444
H -1.27814 1.91910 0.09567
H 1.07041 -1.30669 -0.85054
```

Atomic partial charges in e from the Löwdin method, atoms 1 to 5: C -0.081; C -0.474; N 0.117; C -0.079; O 0.048

4.
A molecular structure, C25H24MgN3O3. Source: OMol25; level of theory: ωB97M-V/def2-TZVPD.

Calculated values
- Kohn-Sham gap: 6.214 eV
- Charge: -1
- E_LUMO: 0.1048 Eh
- HOMO: -3.36 eV
- Energy relative to the best compared isomer or geometry (same formula, charge and spin): 6.326 eV

```
56
C25H24MgN3O3 ωB97M-V/def2-TZVPD
Mg -0.21303 -0.24196 -0.35843
O -2.11085 -0.87570 -0.08605
C -1.97385 -2.13992 -0.68338
C -2.95340 -3.08995 -0.03713
C -3.09296 -4.34625 -0.44895
C -2.32012 -4.79947 -1.64392
C -0.65339 -3.93721 -2.86057
C -0.47958 -2.47428 -2.65018
C 0.60413 -1.60306 -2.69201
N 0.62229 -0.31717 -2.26118
C 1.86666 0.19118 -2.61038
C 2.61663 -0.75136 -3.21458
N 1.84041 -1.91658 -3.21220
H -3.50217 -2.68713 0.80729
H -3.77615 -5.03005 0.04463
H -2.71982 -5.73407 -2.04166
H -0.21919 -4.45532 -3.72145
H 2.14257 1.20276 -2.36111
H 3.63059 -0.73568 -3.57218
H 1.95994 -2.67659 -3.85629
C -0.46259 -1.79115 2.88775
N 0.75820 -1.95540 2.12162
C 1.92376 -1.56976 2.89072
C 0.88012 -3.30061 1.57641
C 0.00126 -3.52490 0.34933
C 0.00683 -4.68382 -0.34410
C -0.73406 -4.94009 -1.59418
C -2.18283 -3.72751 -2.73352
C -1.93189 -2.27023 -2.21055
C -0.51412 -2.37062 -0.29113
H -0.47386 -2.43920 3.78336
H -1.32952 -2.02328 2.26779
H -0.55873 -0.75292 3.20815
H 2.07227 -2.20440 3.78434
H 1.81648 -0.53279 3.21191
H 2.81653 -1.63886 2.26744
H 0.61674 -4.05276 2.34176
H 1.92556 -3.47182 1.30798
H 0.69870 -5.46339 -0.02265
H -0.46424 -5.94311 -1.93129
H -2.83669 -3.76661 -3.60419
H -2.55846 -1.50412 -2.67740
O 1.06012 2.09614 2.52347
C 0.05074 1.82645 1.87829
O 0.02883 1.34230 0.69233
C -1.30635 2.08154 2.51691
C -1.36662 2.83071 3.68843
C -2.58284 3.07289 4.30800
C -3.75155 2.55079 3.76617
C -3.69346 1.79085 2.60642
C -2.47666 1.55914 1.97625
H -0.43905 3.21081 4.09618
H -2.62160 3.66354 5.21590
H -4.70375 2.73192 4.25142
H -4.59861 1.36857 2.18683
H -2.43915 0.94527 1.08457
```

Atomic partial charges in e from the Löwdin method, atoms 1 to 5: Mg 0.726; O -0.252; C -0.567; C 0.002; C -0.053

5.
A molecular structure, C39H35O3P2Pt. Source: OMol25; level of theory: ωB97M-V/def2-TZVPD.

Calculated values
- Kohn-Sham gap (spin up / spin down): 5.826 / 3.582 eV
- Charge: +3
- Spin multiplicity: 5
- E_LUMO (spin up / spin down): -0.3006 / -0.4729 Eh
- HOMO (spin up / spin down): -14.00 / -16.45 eV
- Energy relative to the best compared isomer or geometry (same formula, charge and spin): 0.455 eV

```
80
C39H35O3P2Pt ωB97M-V/def2-TZVPD
Pt -0.03971 -0.00559 0.30024
P -0.35602 -2.34706 -0.10158
C -0.72651 0.04686 2.11204
O -0.83475 0.03722 3.28856
P 0.00995 2.31020 -0.15376
C -0.25723 -3.28668 1.44593
C 0.89658 -3.18105 -1.11040
C -1.93233 -2.88213 -0.84466
C -1.59201 3.15647 -0.36383
C 0.75938 3.16492 1.25442
C 0.98629 2.90581 -1.55737
C -1.34537 -4.02532 1.94606
C -1.22523 -4.66976 3.18123
C -0.05080 -4.58171 3.92061
C 1.03520 -3.85704 3.42191
C 0.94404 -3.23374 2.17682
H -2.28513 -4.08623 1.39332
H -2.07294 -5.24205 3.56543
H 0.03419 -5.06705 4.89298
H 1.96350 -3.76763 3.98675
H 1.80261 -2.68360 1.77326
C -3.15518 -2.39763 -0.32867
C -4.37012 -2.79954 -0.88924
C -4.39335 -3.71926 -1.93865
C -3.19170 -4.19544 -2.46330
C -1.96654 -3.76033 -1.94767
H -3.14754 -1.67693 0.49790
H -5.29801 -2.39219 -0.47766
H -5.34906 -4.05659 -2.33796
H -3.19946 -4.91770 -3.28275
H -1.03198 -4.11527 -2.39578
C 1.33267 -4.48126 -0.79618
C 2.31095 -5.08943 -1.58650
C 2.85830 -4.42376 -2.68495
C 2.40448 -3.15038 -3.02148
C 1.43033 -2.53544 -2.23731
H 0.93343 -5.00654 0.07765
H 2.65070 -6.09393 -1.33367
H 3.63796 -4.88010 -3.29283
H 2.78196 -2.59681 -3.88420
H 1.08980 -1.53218 -2.47664
C 2.14897 3.38763 1.27000
C 2.73858 4.01120 2.36258
C 1.95381 4.38781 3.45201
C 0.58487 4.12902 3.45757
C -0.03210 3.52858 2.35698
H 2.78258 3.10738 0.42037
H 3.80839 4.23106 2.33218
H 2.41694 4.89504 4.29791
H -0.03534 4.41080 4.31068
H -1.11001 3.33280 2.33386
C -2.78351 2.56804 0.10354
C -4.00194 3.22136 -0.06469
C -4.06197 4.48587 -0.65486
C -2.88655 5.09418 -1.09307
C -1.66678 4.42872 -0.97469
H -2.77788 1.58658 0.59159
H -4.90377 2.72170 0.29928
H -5.01938 4.99382 -0.75804
H -2.89849 6.09217 -1.53118
H -0.79191 4.94624 -1.36434
C 1.44717 4.23604 -1.61639
C 2.21520 4.65297 -2.70414
C 2.55569 3.75556 -3.71542
C 2.12291 2.43334 -3.64922
C 1.30848 2.01800 -2.59860
H 1.21904 4.96334 -0.82781
H 2.53475 5.69352 -2.74999
H 3.14419 4.07919 -4.56946
H 2.38417 1.69609 -4.41002
H 0.94634 0.98990 -2.56823
H -1.54671 0.02926 -0.55395
H -0.82397 -0.18018 -1.24572
C 2.46483 0.28201 2.69323
O 2.90990 -0.00128 1.24999
C 2.03692 -0.02259 0.22050
O 2.47084 -0.10549 -0.92675
H 3.36340 0.51225 3.27362
H 1.97840 -0.58894 3.11539
H 1.76256 1.11288 2.70719
```

Atomic partial charges in e from the Löwdin method, atoms 1 to 5: Pt 0.792; P 0.944; C -0.263; O 0.124; P 0.950

6.
2 unconnected molecules or ions with the total composition ClH5N3OP. Source: OMol25; level of theory: ωB97M-V/def2-TZVPD.

Calculated values
- Kohn-Sham gap: 9.311 eV
- E_LUMO: -0.0231 Eh
- HOMO: -9.94 eV
- Energy relative to the best compared isomer or geometry (same formula, charge and spin): 2.810 eV

```
11
ClH5N3OP ωB97M-V/def2-TZVPD
N -0.73721 -1.47645 1.29324
N 0.47057 1.39490 -1.27223
N -0.57490 -0.56536 0.22671
O -1.02443 1.95929 0.79045
P -0.19177 1.02348 0.08337
Cl 2.32945 -0.90084 -0.90657
H -1.41563 -2.11124 0.92167
H -1.09158 -0.99631 2.12074
H 1.54898 0.11769 -1.35629
H 0.59099 2.41608 -1.38053
H 0.09553 -0.86124 -0.52056
```

Atomic partial charges in e from the Löwdin method, atoms 1 to 5: N 0.014; N -0.209; N -0.245; O -0.298; P 0.534

Which total energy belongs to each record? In order, -6170.8719, -346.9022, -398.8342, -1557.1324, -2533.6764, -1044.0176 a.u..
Which strongest force on any atom belongs to each record? In order, 1.7, 0.3, 1.8, 1.5, 6.5, 3.4 eV/Å.